Density functional theory data (ωB97M-V/def2-TZVPD) for 9 unconnected molecules or ions with the total composition C31H48Cl6F2O12 at a distorted geometry.

Geometry (Å):
C  -6.464  -2.048  5.472
Cl  -7.952  -2.276  4.653
Cl  -5.111  -3.096  4.911
H  -6.276  -0.982  5.341
H  -6.647  -2.145  6.542
C  1.431  -1.593  2.230
Cl  3.091  -1.056  1.822
Cl  1.178  -1.694  3.988
H  0.647  -0.861  2.036
H  1.164  -2.538  1.756
C  -4.123  0.394  2.808
Cl  -5.144  1.700  3.194
Cl  -3.412  -0.363  4.274
H  -4.657  -0.317  2.177
H  -3.312  0.815  2.213
C  2.130  2.910  2.942
C  1.297  3.948  2.097
O  -0.078  4.156  2.580
C  -1.116  3.950  1.705
O  -1.013  3.577  0.559
O  -2.233  4.289  2.314
C  -3.503  4.227  1.767
H  2.400  3.214  3.953
H  3.012  2.604  2.379
H  1.510  2.018  3.030
H  1.346  3.712  1.034
H  1.826  4.900  2.136
H  -4.178  4.865  2.337
H  -3.882  3.219  1.598
H  -3.509  4.669  0.771
C  -0.456  0.515  -0.462
C  -1.262  -0.627  -0.902
O  -1.069  -1.707  -0.010
C  -1.990  -2.084  0.849
O  -3.076  -1.561  0.981
O  -1.516  -3.038  1.611
C  -2.262  -3.679  2.646
H  -0.553  0.693  0.609
H  -0.709  1.351  -1.115
H  0.617  0.338  -0.529
H  -0.931  -0.863  -1.913
H  -2.299  -0.309  -1.005
H  -2.992  -2.981  3.056
H  -1.614  -3.638  3.522
H  -2.633  -4.682  2.433
C  5.149  -4.365  3.200
C  3.825  -5.133  3.584
O  2.948  -5.256  2.467
C  1.822  -6.116  2.548
O  1.625  -6.930  3.429
O  0.977  -5.731  1.550
C  -0.250  -6.429  1.481
H  5.628  -4.821  2.333
H  5.912  -4.428  3.975
H  4.994  -3.380  2.757
H  3.351  -4.526  4.355
H  3.993  -6.133  3.984
H  -0.075  -7.173  0.704
H  -1.024  -5.797  1.044
H  -0.591  -6.765  2.460
C  -2.322  3.533  -2.787
C  -2.347  5.034  -3.236
O  -2.231  5.142  -4.686
C  -1.115  5.467  -5.349
O  -0.045  5.735  -4.826
O  -1.441  5.714  -6.599
C  -0.397  6.056  -7.560
H  -1.372  3.171  -2.394
H  -2.638  2.921  -3.631
H  -2.992  3.443  -1.932
H  -1.726  5.686  -2.622
H  -3.324  5.453  -2.994
H  0.054  7.035  -7.394
H  -0.699  6.088  -8.606
H  0.332  5.249  -7.484
F  -2.247  -1.724  -3.582
C  -1.398  -2.580  -4.208
C  -0.216  -3.042  -3.580
C  0.669  -3.862  -4.316
C  0.291  -4.370  -5.572
C  -0.837  -3.772  -6.177
C  -1.697  -2.941  -5.503
H  0.154  -2.696  -2.626
H  1.639  -4.094  -3.902
H  0.864  -5.009  -6.228
H  -1.158  -4.082  -7.160
H  -2.577  -2.634  -6.048
F  3.107  3.944  -0.565
C  4.204  3.258  -0.252
C  5.421  3.863  -0.100
C  6.598  3.149  -0.035
C  6.612  1.739  -0.245
C  5.363  1.156  -0.367
C  4.203  1.874  -0.316
H  5.534  4.932  -0.198
H  7.581  3.590  0.045
H  7.574  1.251  -0.299
H  5.315  0.082  -0.470
H  3.301  1.298  -0.455

Output
Total charge: 0
SMILES string: CCOC(=O)OC.CCOC(=O)OC.CCOC(=O)OC.CCOC(=O)OC.Fc1ccccc1.Fc1ccccc1.ClCCl.ClCCl.ClCCl
Relative energy (zero: lowest compared OMol25 entry of this formula, charge and spin): 0.0 kcal/mol
E: -5073.705242 hartree
Multiplicity: 1
Kohn-Sham gap: 9.85 eV

Density functional theory data (ωB97M-V/def2-TZVPD) for a gas-phase ion, C31H48N2O3 (charge +2).

Geometry (Å):
C  7.809  3.950  -0.353
C  7.456  2.536  0.083
H  6.689  2.142  -0.585
H  7.043  2.572  1.093
N  8.586  1.553  0.101
C  9.700  2.092  0.907
H  9.327  2.443  1.867
H  10.444  1.321  1.089
H  10.178  2.919  0.388
C  8.121  0.296  0.767
C  6.970  -0.449  0.096
H  6.061  0.152  0.072
H  7.226  -0.735  -0.924
C  6.655  -1.719  0.891
H  7.511  -2.396  0.887
H  6.425  -1.458  1.925
C  5.452  -2.455  0.307
H  5.632  -2.704  -0.749
O  4.326  -1.610  0.426
C  3.083  -2.136  0.206
C  2.008  -1.293  0.523
C  0.729  -1.765  0.349
C  0.485  -3.064  -0.141
C  1.545  -3.879  -0.470
C  2.844  -3.409  -0.296
H  3.663  -4.060  -0.559
H  1.386  -4.875  -0.854
C  -0.959  -3.283  -0.172
C  -1.722  -4.372  -0.549
C  -3.099  -4.293  -0.427
C  -3.729  -3.147  0.067
C  -2.964  -2.038  0.430
C  -1.592  -2.124  0.304
C  -0.570  -1.095  0.627
O  -0.760  0.036  1.013
H  -3.396  -1.127  0.814
O  -5.087  -3.233  0.159
C  -5.824  -2.199  0.760
C  -6.162  -1.075  -0.230
H  -5.242  -0.588  -0.560
H  -6.628  -1.530  -1.106
C  -7.107  -0.052  0.403
C  -7.478  1.010  -0.629
H  -7.923  0.522  -1.497
H  -6.570  1.512  -0.967
N  -8.431  2.064  -0.172
C  -8.660  2.989  -1.299
H  -9.085  2.456  -2.145
H  -9.345  3.781  -1.001
H  -7.722  3.437  -1.617
C  -7.893  2.831  0.998
C  -6.522  3.463  0.811
H  -5.738  2.725  0.666
H  -6.287  4.008  1.722
H  -6.498  4.178  -0.006
H  -7.858  2.153  1.852
H  -8.617  3.617  1.225
C  -9.743  1.481  0.261
C  -10.435  0.570  -0.742
H  -9.872  -0.337  -0.939
H  -10.654  1.069  -1.681
H  -11.386  0.272  -0.309
H  -9.573  0.926  1.184
H  -10.403  2.320  0.492
H  -7.994  -0.579  0.756
H  -6.609  0.394  1.264
H  -6.749  -2.677  1.096
H  -5.303  -1.800  1.639
H  -3.724  -5.127  -0.702
H  -1.264  -5.274  -0.923
H  2.195  -0.303  0.907
H  5.292  -3.385  0.866
H  7.822  0.561  1.784
H  8.977  -0.375  0.840
C  9.045  1.301  -1.299
C  10.115  0.232  -1.460
H  10.390  0.196  -2.511
H  9.762  -0.757  -1.185
H  11.016  0.460  -0.899
H  9.436  2.244  -1.685
H  8.170  1.031  -1.892
H  6.890  4.531  -0.352
H  8.213  3.990  -1.360
H  8.498  4.436  0.330

Output
Total charge: +2
SMILES string: CC[N+](C)(CC)CCCCOc1ccc2c(c1)C(=O)c1cc(OCCCC[N+](C)(CC)CC)ccc1-2
Relative energy (zero: lowest compared OMol25 entry of this formula, charge and spin): 3.9 kcal/mol
E: -1544.781253 hartree
Multiplicity: 1
Kohn-Sham gap: 7.43 eV

Density functional theory data (ωB97M-V/def2-TZVPD) for a molecular structure, C31H48N2O6Se2SiV at a distorted geometry.

Geometry (Å):
V  -0.533  -0.130  0.558
C  3.102  -0.214  1.051
Se  1.718  -1.477  0.570
C  1.990  -1.492  -1.365
C  1.717  -0.169  -2.054
Se  -0.203  0.137  -2.226
C  -0.121  2.058  -2.478
H  4.040  -0.558  0.620
H  3.174  -0.236  2.136
H  2.855  0.791  0.724
H  1.355  -2.306  -1.719
H  3.027  -1.801  -1.508
H  2.166  -0.168  -3.047
H  2.131  0.667  -1.490
H  0.299  2.535  -1.596
H  -1.144  2.391  -2.633
H  0.470  2.279  -3.363
C  -4.221  -5.101  2.124
C  -3.638  -3.704  2.007
C  -2.435  -3.553  2.927
C  -4.684  -2.636  2.287
O  -3.251  -3.543  0.621
Si  -1.972  -3.094  -0.233
O  -1.435  -1.618  0.418
O  -2.362  -2.877  -1.781
C  -3.608  -2.465  -2.408
C  -4.094  -1.178  -1.755
C  -4.632  -3.578  -2.262
C  -3.260  -2.240  -3.869
O  -0.643  -4.001  -0.088
C  -0.347  -5.359  -0.503
C  0.764  -5.256  -1.535
C  -1.580  -6.018  -1.101
C  0.120  -6.089  0.745
H  -4.563  -5.291  3.142
H  -3.469  -5.851  1.874
H  -5.069  -5.221  1.450
H  -2.748  -3.693  3.964
H  -1.993  -2.561  2.848
H  -1.669  -4.296  2.701
H  -5.060  -2.721  3.307
H  -5.525  -2.743  1.602
H  -4.260  -1.639  2.160
H  -4.160  -1.281  -0.671
H  -5.093  -0.924  -2.113
H  -3.432  -0.341  -1.985
H  -4.930  -3.714  -1.224
H  -4.230  -4.520  -2.637
H  -5.519  -3.334  -2.848
H  -2.469  -1.495  -3.966
H  -4.135  -1.884  -4.415
H  -2.921  -3.166  -4.332
H  0.428  -4.677  -2.396
H  1.067  -6.243  -1.887
H  1.640  -4.771  -1.098
H  -1.905  -5.494  -2.000
H  -2.404  -6.043  -0.388
H  -1.349  -7.048  -1.379
H  0.928  -5.533  1.221
H  0.484  -7.087  0.498
H  -0.696  -6.194  1.460
O  0.517  1.652  0.903
C  -0.593  2.115  1.328
N  -0.786  3.019  2.275
C  -2.195  3.069  2.661
C  -2.760  1.941  1.751
O  -3.871  1.507  1.779
N  -1.727  1.511  0.871
C  -2.857  4.386  2.301
C  -4.230  4.515  2.506
C  -4.874  5.694  2.177
C  -4.157  6.757  1.641
C  -2.795  6.629  1.431
C  -2.146  5.443  1.755
C  -2.334  2.671  4.128
C  -2.663  3.593  5.109
C  -2.722  3.202  6.442
C  -2.453  1.893  6.801
C  -2.118  0.964  5.823
C  -2.059  1.354  4.498
H  -0.030  3.426  2.801
H  -4.791  3.688  2.920
H  -5.940  5.785  2.340
H  -4.663  7.679  1.389
H  -2.232  7.453  1.014
H  -1.082  5.363  1.576
H  -2.878  4.619  4.843
H  -2.982  3.928  7.201
H  -2.507  1.593  7.839
H  -1.913  -0.063  6.095
H  -1.813  0.613  3.744

Output
Expectation value of S²: 2.017
Total charge: +1
Relative energy (zero: lowest compared OMol25 entry of this formula, charge and spin): 7.3 kcal/mol
E: -7807.487649 hartree
Multiplicity: 3
Kohn-Sham gap (spin up / spin down): 8.11 / 8.38 eV

Density functional theory data (ωB97M-V/def2-TZVPD) for 10 unconnected molecules or ions with the total composition C31H48O29P2S2 at a distorted geometry.

Geometry (Å):
C  -3.374  -4.975  -1.856
C  -3.228  -3.629  -1.161
S  -2.462  -3.887  0.467
C  -3.118  -2.520  1.459
P  -2.899  -0.790  0.816
C  -1.462  -0.694  -0.347
O  -0.316  -1.273  0.256
O  0.802  -0.597  -0.289
P  -4.722  -0.451  -0.359
S  -4.292  -0.058  -2.229
H  -2.378  -5.333  -2.095
H  -3.893  -4.807  -2.792
H  -3.892  -5.692  -1.236
H  -2.543  -3.037  -1.751
H  -4.178  -3.123  -1.082
H  -2.653  -2.556  2.436
H  -4.187  -2.659  1.607
H  -1.275  0.367  -0.475
H  -1.668  -1.091  -1.339
H  0.891  -0.913  -1.203
H  -5.627  -1.513  -0.170
H  -5.305  0.648  0.292
C  0.858  -0.394  3.628
C  -0.369  0.475  3.528
O  -1.210  -0.059  4.569
C  -0.417  -0.663  5.473
O  -0.777  -1.061  6.540
O  0.848  -0.767  5.022
H  1.775  0.127  3.369
H  0.778  -1.297  3.020
H  -0.164  1.524  3.747
H  -0.852  0.399  2.560
C  4.279  2.201  -1.287
C  3.086  3.112  -1.411
O  2.215  2.617  -0.377
C  2.976  1.990  0.542
O  2.590  1.609  1.604
O  4.246  1.840  0.105
H  5.214  2.692  -1.539
H  4.178  1.296  -1.886
H  3.330  4.152  -1.203
H  2.605  3.051  -2.382
C  2.706  -3.278  5.924
C  3.030  -2.606  7.237
O  3.855  -3.585  7.883
C  4.407  -4.373  6.927
O  5.266  -5.169  7.123
O  3.846  -4.124  5.720
H  2.594  -2.577  5.105
H  1.812  -3.903  5.984
H  3.607  -1.689  7.105
H  2.150  -2.389  7.835
C  -7.757  -4.140  4.363
C  -6.346  -4.627  4.607
O  -5.775  -4.564  3.291
C  -6.473  -3.668  2.575
O  -6.149  -3.261  1.500
O  -7.590  -3.278  3.229
H  -8.173  -3.590  5.203
H  -8.440  -4.947  4.091
H  -5.784  -3.969  5.268
H  -6.303  -5.639  4.997
C  -9.739  1.226  -1.483
C  -8.806  0.078  -1.161
O  -7.534  0.728  -1.104
C  -7.739  2.039  -0.823
O  -6.881  2.808  -0.537
O  -9.058  2.344  -0.906
H  -10.726  1.114  -1.044
H  -9.840  1.393  -2.557
H  -9.016  -0.374  -0.189
H  -8.803  -0.699  -1.921
C  4.318  -1.743  -4.467
C  5.071  -1.489  -5.755
O  4.805  -0.102  -5.996
C  4.503  0.482  -4.812
O  4.397  1.653  -4.642
O  4.339  -0.454  -3.844
H  4.795  -2.482  -3.829
H  3.280  -2.034  -4.639
H  6.147  -1.626  -5.645
H  4.717  -2.094  -6.585
C  6.108  5.189  -6.279
C  4.911  6.106  -6.407
O  4.073  5.675  -5.332
C  4.857  5.077  -4.404
O  4.487  4.753  -3.321
O  6.108  4.896  -4.874
H  7.045  5.656  -6.580
H  5.980  4.257  -6.832
H  5.171  7.156  -6.250
H  4.392  6.004  -7.357
C  7.863  8.809  -9.471
C  8.343  9.339  -8.137
O  8.386  8.152  -7.337
C  8.518  7.089  -8.165
O  8.745  5.979  -7.803
O  8.346  7.460  -9.454
H  8.270  9.349  -10.322
H  6.774  8.790  -9.547
H  9.347  9.762  -8.191
H  7.671  10.072  -7.698
C  -2.456  -3.322  8.080
C  -3.828  -3.852  8.434
O  -4.274  -4.411  7.191
C  -3.171  -4.707  6.447
O  -3.194  -5.329  5.436
O  -2.059  -4.199  7.016
H  -1.752  -3.378  8.905
H  -2.479  -2.301  7.700
H  -3.791  -4.646  9.182
H  -4.512  -3.077  8.771

Output
Total charge: 0
SMILES string: CCSCP(COO)[PH2]=S.O=C1OCCO1.O=C1OCCO1.O=C1OCCO1.O=C1OCCO1.O=C1OCCO1.O=C1OCCO1.O=C1OCCO1.O=C1OCCO1.O=C1OCCO1
Relative energy (zero: lowest compared OMol25 entry of this formula, charge and spin): 19.4 kcal/mol
E: -4871.070380 hartree
Multiplicity: 1
Kohn-Sham gap: 7.98 eV

Density functional theory data (ωB97M-V/def2-TZVPD) for C31H48O6 in the gas phase.

Geometry (Å):
C  -5.288  1.595  2.783
C  -3.881  1.246  3.182
O  -3.465  1.242  4.313
O  -3.146  0.976  2.105
C  -1.739  0.724  2.249
C  -0.983  1.706  1.362
C  -1.175  3.021  1.466
C  -2.056  3.536  2.559
O  -3.063  4.176  2.383
O  -1.595  3.233  3.772
H  -2.212  3.520  4.465
C  -0.642  4.115  0.582
H  -0.609  3.785  -0.454
H  -1.331  4.960  0.646
C  0.757  4.577  1.029
C  0.705  5.210  2.385
C  1.107  4.684  3.535
C  0.941  5.429  4.827
H  0.399  6.360  4.683
H  1.916  5.658  5.259
H  0.399  4.811  5.542
C  1.715  3.322  3.693
H  2.472  3.337  4.474
H  0.938  2.616  3.986
H  2.171  2.962  2.775
H  0.249  6.193  2.394
H  1.433  3.722  1.024
H  1.122  5.310  0.304
C  -0.138  0.881  0.428
C  0.344  1.412  -0.911
H  -0.488  1.639  -1.575
H  0.943  2.315  -0.779
C  1.242  0.333  -1.545
O  2.412  0.159  -0.773
H  2.906  0.986  -0.775
C  0.461  -0.982  -1.729
H  -0.425  -0.668  -2.287
C  -0.101  -1.552  -0.396
C  1.023  -1.998  0.551
H  1.630  -1.165  0.884
H  0.614  -2.509  1.420
H  1.690  -2.689  0.051
C  -1.003  -2.783  -0.689
H  -2.053  -2.530  -0.565
H  -0.777  -3.554  0.050
C  -0.813  -3.392  -2.080
C  0.678  -3.418  -2.391
H  1.175  -3.743  -1.473
C  1.164  -4.416  -3.449
C  0.579  -5.818  -3.259
H  1.142  -6.542  -3.848
H  0.605  -6.121  -2.213
H  -0.453  -5.852  -3.595
H  0.907  -4.085  -4.457
C  2.705  -4.459  -3.338
C  3.322  -3.071  -3.517
H  3.239  -2.788  -4.567
C  2.697  -2.005  -2.614
H  3.000  -2.195  -1.587
H  3.107  -1.038  -2.903
C  1.165  -1.987  -2.702
C  0.758  -1.541  -4.120
H  0.939  -0.475  -4.241
H  1.326  -2.053  -4.890
H  -0.298  -1.725  -4.305
H  4.384  -3.149  -3.280
O  3.133  -4.950  -2.085
H  2.755  -5.826  -1.955
H  3.097  -5.118  -4.135
H  -1.235  -4.396  -2.073
H  -1.356  -2.819  -2.832
C  -0.958  -0.419  0.259
C  -1.380  -0.668  1.717
H  -0.554  -1.055  2.308
H  -2.224  -1.350  1.807
C  -2.242  -0.094  -0.529
H  -2.561  0.922  -0.307
H  -2.116  -0.182  -1.604
H  -3.057  -0.750  -0.235
H  1.530  0.688  -2.549
H  0.762  0.637  1.006
H  -1.490  0.834  3.309
H  -5.599  0.998  1.931
H  -5.960  1.455  3.624
H  -5.293  2.645  2.490

Output
Total charge: 0
SMILES string: CC(=O)O[C@H]1C[C@@]2(C)[C@@H](C[C@@H](O)[C@H]3[C@@]4(C)CC[C@@H](O)[C@@H](C)[C@@H]4CC[C@@]32C)/C1=C(\CCC=C(C)C)C(=O)O
Relative energy (zero: lowest compared OMol25 entry of this formula, charge and spin): 6.9 kcal/mol
E: -1661.519256 hartree
Multiplicity: 1
Kohn-Sham gap: 9.32 eV